No. 1
C35H34ClFeNOSi2 as an isolated structure at a distorted geometry, computed with ωB97M-V with the def2-TZVPD basis set.

Calculated values
Spin multiplicity = 6
Net charge = +1

Element x y z (Å)
C (1.387, -0.683, 0.693)
C (2.672, -1.114, 0.195)
C (3.635, -0.081, 0.496)
H (2.948, -2.085, -0.215)
C (2.938, 0.978, 1.173)
C (1.556, 0.593, 1.310)
H (0.819, 1.137, 1.899)
H (0.460, -1.268, 0.721)
H (4.709, -0.066, 0.271)
H (3.376, 1.894, 1.552)
Fe (2.229, 0.732, -0.866)
Si (4.022, 3.292, -4.347)
C (3.434, 3.025, -6.072)
C (2.554, 3.972, -6.635)
H (2.246, 4.854, -6.055)
C (2.062, 3.793, -7.935)
H (1.357, 4.528, -8.340)
C (2.466, 2.704, -8.700)
H (2.002, 2.520, -9.662)
C (3.445, 1.851, -8.201)
H (3.826, 1.054, -8.835)
C (3.933, 2.003, -6.898)
H (4.696, 1.322, -6.500)
C (4.403, 5.112, -4.448)
C (5.505, 5.578, -5.179)
H (6.204, 4.865, -5.619)
C (5.675, 6.954, -5.346)
H (6.497, 7.325, -5.952)
C (4.780, 7.860, -4.776)
H (4.913, 8.937, -4.907)
C (3.717, 7.377, -4.018)
H (2.995, 8.051, -3.579)
C (3.537, 6.005, -3.833)
H (2.706, 5.617, -3.234)
H (5.372, 2.683, -4.196)
Si (-0.124, 2.803, -4.055)
C (1.323, 3.660, -3.161)
C (2.662, 3.007, -3.106)
H (2.581, 1.920, -3.424)
C (3.488, 3.298, -1.913)
H (4.561, 3.029, -1.950)
C (2.940, 3.955, -0.826)
H (3.494, 3.998, 0.116)
C (1.658, 4.513, -0.896)
H (1.258, 5.076, -0.055)
C (0.878, 4.358, -2.047)
H (-0.150, 4.746, -2.010)
C (0.628, 1.293, -4.935)
C (1.370, 0.289, -4.272)
H (1.520, 0.294, -3.174)
C (1.931, -0.788, -4.951)
H (2.624, -1.447, -4.436)
C (1.545, -1.027, -6.273)
H (1.836, -1.954, -6.770)
C (0.766, -0.074, -6.940)
H (0.492, -0.240, -7.984)
C (0.346, 1.096, -6.292)
H (-0.198, 1.861, -6.861)
H (-1.088, 3.706, -4.545)
Cl (-0.547, 1.616, -2.191)
O (-1.619, 2.274, 0.785)
C (-2.141, 1.271, 1.655)
C (-2.671, 0.085, 0.883)
C (-4.037, -0.070, 0.595)
C (-4.415, -1.105, -0.257)
C (-3.407, -1.895, -0.829)
C (-2.067, -1.651, -0.501)
N (-1.731, -0.725, 0.409)
H (-1.263, 1.824, -0.009)
H (-1.360, 0.935, 2.368)
H (-2.970, 1.739, 2.196)
H (-4.727, 0.630, 1.035)
H (-5.448, -1.265, -0.514)
H (-3.613, -2.706, -1.518)
H (-1.245, -2.211, -0.966)

No. 2
A 2-piece molecular cluster, BrF2NS overall at a distorted geometry, computed with ωB97M-V with the def2-TZVPD basis set.

Calculated values
Spin multiplicity = 1
Net charge = 0

Element x y z (Å)
N (1.359, 0.823, -1.367)
F (-1.154, 0.677, 0.562)
F (-0.921, -1.209, 1.719)
S (-0.372, -0.715, 0.277)
Br (1.585, -0.113, -2.764)

No. 3
C36H36BN12O3RuS2 as an isolated structure at a distorted geometry, computed with ωB97M-V with the def2-TZVPD basis set.

Calculated values
Spin multiplicity = 5
Net charge = +1

Element x y z (Å)
Ru (-0.009, 0.058, 0.153)
C (-3.122, 2.063, -0.455)
C (-3.154, 0.923, 0.512)
C (-4.259, 0.451, 1.211)
C (-3.794, -0.617, 1.957)
N (-2.490, -0.772, 1.720)
N (-2.080, 0.172, 0.823)
B (-1.504, -1.830, 2.341)
N (-0.925, -2.728, 1.200)
C (-0.870, -4.052, 1.019)
C (-0.293, -4.322, -0.199)
C (0.010, -3.082, -0.752)
C (0.639, -2.858, -2.087)
N (-0.360, -2.111, 0.109)
N (-0.300, -1.054, 2.959)
C (0.145, -1.106, 4.214)
C (1.198, -0.225, 4.348)
C (1.357, 0.366, 3.100)
C (2.341, 1.437, 2.768)
N (0.455, -0.161, 2.244)
N (-2.262, -2.536, 3.453)
C (-2.615, -3.819, 3.753)
C (-3.296, -3.803, 4.935)
C (-3.328, -2.441, 5.319)
C (-3.955, -1.838, 6.541)
N (-2.711, -1.684, 4.433)
H (-4.115, 2.501, -0.526)
H (-2.429, 2.846, -0.145)
H (-2.817, 1.733, -1.448)
H (-5.266, 0.842, 1.182)
H (-4.314, -1.260, 2.653)
H (-1.222, -4.748, 1.755)
H (-0.108, -5.291, -0.639)
H (0.644, -3.798, -2.635)
H (0.093, -2.119, -2.669)
H (1.667, -2.512, -1.984)
H (-0.325, -1.749, 4.943)
H (1.772, -0.014, 5.239)
H (2.932, 1.654, 3.656)
H (3.025, 1.138, 1.985)
H (1.842, 2.361, 2.471)
H (-2.401, -4.664, 3.127)
H (-3.717, -4.650, 5.458)
H (-4.417, -2.611, 7.151)
H (-3.211, -1.320, 7.148)
H (-4.721, -1.111, 6.270)
N (7.881, 0.015, 2.845)
C (6.818, -0.017, 1.985)
C (6.727, 0.906, 0.934)
C (5.674, 0.861, 0.048)
C (4.682, -0.100, 0.206)
C (4.752, -1.024, 1.252)
C (5.802, -0.972, 2.142)
S (3.436, -0.290, -0.986)
O (3.089, -1.682, -1.010)
O (3.793, 0.395, -2.192)
N (2.039, 0.421, -0.379)
C (1.951, 1.795, -0.218)
N (2.977, 2.652, -0.276)
C (2.728, 3.888, 0.078)
C (1.490, 4.314, 0.535)
C (0.479, 3.386, 0.498)
N (0.674, 2.162, 0.073)
H (8.646, 0.640, 2.691)
H (7.995, -0.695, 3.541)
H (7.508, 1.649, 0.811)
H (5.608, 1.561, -0.776)
H (3.984, -1.785, 1.350)
H (5.863, -1.688, 2.955)
H (3.570, 4.573, 0.007)
H (1.315, 5.327, 0.871)
H (-0.535, 3.643, 0.783)
C (-3.740, 3.774, -8.163)
C (-4.177, 2.345, -8.022)
O (-5.236, 1.972, -7.655)
S (-2.826, 1.092, -8.468)
C (-2.271, 0.822, -6.800)
C (-0.944, 1.103, -6.462)
C (-0.504, 0.937, -5.164)
C (-1.395, 0.483, -4.177)
C (-2.721, 0.171, -4.525)
C (-3.150, 0.332, -5.826)
C (-0.971, 0.338, -2.848)
C (-0.600, 0.210, -1.674)
H (-4.554, 4.453, -7.910)
H (-3.403, 3.947, -9.186)
H (-2.885, 3.944, -7.505)
H (-0.268, 1.458, -7.229)
H (0.520, 1.161, -4.893)
H (-3.392, -0.214, -3.766)
H (-4.165, 0.083, -6.105)

No. 4
A 12-piece molecular cluster, C48H78O27 overall at a distorted geometry, computed with ωB97M-V with the def2-TZVPD basis set.

Calculated values
Spin multiplicity = 1
SMILES = CCOC(=O)OC.CCOC(=O)OC.CCOC(=O)OC.O=C1CCCO1.O=C1CCCO1.O=C1CCCO1.O=C1CCCO1.O=C1CCCO1.O=C1CCCO1.O=C1CCCO1.O=C1CCCO1.O=C1CCCO1
Net charge = 0

Element x y z (Å)
C (0.378, 3.903, 4.025)
C (1.438, 3.024, 3.485)
O (1.118, 1.633, 3.805)
C (2.069, 0.767, 3.522)
O (3.267, 1.069, 3.282)
O (1.599, -0.468, 3.585)
C (2.602, -1.459, 3.198)
H (0.343, 3.854, 5.126)
H (-0.610, 3.664, 3.546)
H (0.458, 4.939, 3.657)
H (2.382, 3.245, 4.023)
H (1.430, 3.167, 2.386)
H (2.070, -2.399, 3.194)
H (3.363, -1.507, 4.013)
H (2.996, -1.162, 2.261)
C (4.652, -4.193, 3.788)
C (5.240, -5.554, 3.447)
O (6.051, -5.515, 2.260)
C (7.249, -4.991, 2.389)
O (7.764, -4.586, 3.422)
O (7.815, -4.979, 1.178)
C (9.129, -4.243, 1.154)
H (3.939, -3.923, 3.000)
H (5.449, -3.452, 3.966)
H (4.010, -4.322, 4.694)
H (4.544, -6.341, 3.289)
H (5.826, -5.851, 4.335)
H (8.850, -3.191, 1.134)
H (9.621, -4.608, 0.243)
H (9.717, -4.451, 2.052)
C (5.517, -2.575, 0.559)
C (5.723, -1.886, -0.765)
O (5.982, -0.489, -0.673)
C (4.888, 0.214, -0.487)
O (3.791, -0.233, -0.476)
O (5.215, 1.475, -0.405)
C (4.163, 2.332, 0.103)
H (6.307, -2.312, 1.270)
H (5.384, -3.654, 0.461)
H (4.556, -2.204, 0.881)
H (4.814, -2.070, -1.433)
H (6.660, -2.207, -1.144)
H (4.666, 3.261, 0.227)
H (3.827, 2.020, 1.098)
H (3.315, 2.440, -0.540)
O (-2.168, -5.912, -2.415)
C (-2.470, -4.776, -2.804)
C (-3.841, -4.100, -2.631)
C (-3.664, -2.787, -3.395)
C (-2.127, -2.682, -3.656)
O (-1.609, -4.007, -3.495)
H (-4.646, -4.710, -3.090)
H (-4.005, -3.950, -1.581)
H (-4.136, -2.976, -4.371)
H (-4.155, -1.968, -2.818)
H (-1.998, -2.367, -4.710)
H (-1.766, -2.011, -2.903)
O (-2.945, 3.669, 2.992)
C (-3.465, 4.271, 2.079)
C (-3.109, 5.702, 1.722)
C (-4.210, 6.197, 0.816)
C (-4.715, 4.853, 0.267)
O (-4.480, 3.846, 1.283)
H (-2.903, 6.389, 2.564)
H (-2.152, 5.719, 1.179)
H (-4.909, 6.796, 1.417)
H (-3.927, 6.852, -0.008)
H (-5.791, 4.843, 0.150)
H (-4.246, 4.495, -0.670)
O (-0.745, 2.329, -5.963)
C (-1.760, 1.942, -5.502)
C (-2.980, 2.775, -5.176)
C (-3.924, 1.805, -4.452)
C (-3.223, 0.467, -4.526)
O (-1.920, 0.683, -5.068)
H (-2.654, 3.618, -4.631)
H (-3.381, 3.184, -6.100)
H (-4.054, 2.078, -3.409)
H (-4.908, 1.737, -4.868)
H (-3.075, 0.031, -3.496)
H (-3.697, -0.310, -5.146)
O (-1.348, 4.629, -1.488)
C (-1.295, 5.111, -2.590)
C (-0.058, 5.214, -3.495)
C (-0.568, 5.968, -4.660)
C (-1.935, 6.526, -4.300)
O (-2.334, 5.804, -3.086)
H (0.734, 5.827, -2.928)
H (0.430, 4.255, -3.700)
H (0.056, 6.792, -4.995)
H (-0.664, 5.379, -5.534)
H (-1.996, 7.570, -4.000)
H (-2.638, 6.360, -5.093)
O (2.396, 2.783, -2.404)
C (2.430, 1.829, -3.085)
C (1.221, 1.150, -3.690)
C (1.838, -0.029, -4.430)
C (3.311, 0.257, -4.485)
O (3.569, 1.185, -3.472)
H (0.461, 0.850, -2.968)
H (0.662, 1.777, -4.372)
H (1.602, -0.896, -3.805)
H (1.366, -0.200, -5.421)
H (3.835, -0.660, -4.250)
H (3.649, 0.694, -5.418)
O (-3.768, -2.432, 3.132)
C (-4.387, -1.609, 2.519)
C (-4.413, -1.426, 0.997)
C (-5.256, -0.230, 0.708)
C (-5.588, 0.342, 2.132)
O (-5.065, -0.601, 3.150)
H (-3.317, -1.299, 0.784)
H (-4.762, -2.393, 0.616)
H (-4.648, 0.486, 0.127)
H (-6.205, -0.393, 0.179)
H (-5.094, 1.263, 2.389)
H (-6.639, 0.450, 2.320)
O (1.693, -4.866, 1.559)
C (0.543, -5.055, 1.547)
C (-0.420, -4.385, 0.562)
C (-1.656, -5.232, 0.744)
C (-1.589, -5.503, 2.219)
O (-0.149, -5.748, 2.469)
H (-0.567, -3.348, 0.882)
H (-0.065, -4.485, -0.454)
H (-2.599, -4.728, 0.512)
H (-1.532, -6.108, 0.160)
H (-1.945, -4.655, 2.866)
H (-2.164, -6.453, 2.517)
O (-0.976, -1.622, 2.243)
C (-1.430, -1.018, 3.169)
C (-1.346, -1.322, 4.683)
C (-2.386, -0.445, 5.227)
C (-2.265, 0.753, 4.308)
O (-2.175, 0.106, 2.979)
H (-1.493, -2.399, 4.888)
H (-0.322, -1.067, 4.986)
H (-3.412, -0.788, 5.094)
H (-2.287, -0.123, 6.258)
H (-3.136, 1.398, 4.217)
H (-1.313, 1.397, 4.410)
O (-2.572, 0.584, -1.424)
C (-1.445, 0.589, -0.959)
C (-0.711, 1.668, -0.282)
C (0.469, 0.916, 0.315)
C (0.525, -0.511, -0.321)
O (-0.701, -0.565, -1.064)
H (-0.343, 2.387, -1.011)
H (-1.314, 2.059, 0.508)
H (1.393, 1.414, 0.152)
H (0.374, 0.906, 1.450)
H (1.352, -0.723, -0.974)
H (0.573, -1.262, 0.458)

No. 5
C3H5B as an isolated structure at a distorted geometry, computed with ωB97M-V with the def2-TZVPD basis set.

Calculated values
Spin multiplicity = 1
Net charge = 0

Element x y z (Å)
B (1.184, -0.506, -0.366)
C (2.414, -0.020, -0.038)
C (-2.242, -0.180, -0.053)
C (-0.877, -0.025, -0.203)
H (3.446, -0.371, -0.182)
H (2.219, 0.824, 0.651)
H (-2.552, -1.234, 0.091)
H (-3.029, 0.572, 0.086)
H (-0.563, 0.940, 0.014)

The calculation returns the following total energy values, one per record and in order: -3786.659494, -3226.489555, -3192.142262, -3907.384564, -141.937388 a.u..